Record 1
Density functional theory data (ωB97M-V/def2-TZVPD) for C20H37MnN3O10S as an isolated structure at a distorted geometry.

Computed properties:
E_LUMO (alpha / beta) = -5.14 / -5.21 eV
Frontier orbital gap (alpha / beta) = 0.3542 / 0.3516 Ha
Energy = -88424.13169 eV
E_HOMO (alpha / beta) = -14.78 / -14.78 eV
2S+1 = 6
Charge = +2

```
72
Properties=species:S:1:pos:R:3:lowdin_charge:R:1
Mn 0.94 1.42 -0.62 1.122
C -0.20 0.21 -3.58 -0.133
C 1.33 0.14 -3.64 -0.134
O 1.77 -0.13 -2.32 -0.222
C 3.05 -0.73 -2.21 -0.133
C 3.21 -1.11 -0.73 -0.135
O 2.87 0.00 0.09 -0.197
C 3.99 0.69 0.64 -0.147
C 3.47 1.99 1.26 -0.136
O 2.69 2.72 0.33 -0.200
C 3.43 3.33 -0.73 -0.141
C 2.47 4.27 -1.45 -0.136
O 1.35 3.48 -1.89 -0.192
C 0.18 4.25 -2.17 -0.133
C -0.79 4.20 -0.98 -0.123
O -1.07 2.86 -0.59 -0.199
C -2.18 2.23 -1.20 -0.132
C -1.85 1.61 -2.57 -0.141
O -0.52 1.10 -2.52 -0.223
H -0.62 -0.78 -3.36 0.145
H -0.59 0.57 -4.54 0.151
H 1.74 1.09 -3.98 0.143
H 1.64 -0.67 -4.31 0.147
H 3.83 -0.03 -2.53 0.142
H 3.10 -1.63 -2.84 0.149
H 4.23 -1.44 -0.53 0.145
H 2.51 -1.91 -0.48 0.139
H 4.72 0.92 -0.16 0.135
H 4.47 0.07 1.40 0.151
H 4.31 2.60 1.62 0.150
H 2.79 1.76 2.08 0.139
H 3.80 2.58 -1.43 0.133
H 4.28 3.90 -0.32 0.154
H 2.97 4.71 -2.32 0.152
H 2.14 5.06 -0.77 0.145
H -0.27 3.79 -3.06 0.126
H 0.43 5.28 -2.41 0.147
H -1.72 4.72 -1.23 0.147
H -0.34 4.67 -0.10 0.144
H -3.02 2.93 -1.32 0.147
H -2.47 1.43 -0.51 0.128
H -1.92 2.35 -3.38 0.137
H -2.56 0.80 -2.78 0.147
C -1.85 -6.77 2.55 -0.117
C -3.11 -5.95 2.66 -0.264
S -2.96 -4.40 1.73 0.678
O -1.98 -4.49 0.67 -0.330
O -4.27 -3.96 1.34 -0.306
C -2.28 -3.05 2.81 -0.158
C -2.76 -1.79 2.10 -0.160
N -1.78 -0.73 2.06 0.062
C -0.92 -0.52 1.05 -0.314
N -0.23 0.60 1.23 0.059
C -0.66 1.14 2.40 -0.010
C -1.62 0.32 2.94 -0.106
N -2.36 0.45 4.16 -0.335
O -2.93 -0.54 4.56 0.115
O -2.34 1.54 4.68 0.141
C -0.74 -1.42 -0.11 0.036
H -2.01 -7.77 2.94 0.090
H -1.04 -6.32 3.12 0.080
H -1.55 -6.83 1.51 0.074
H -3.37 -5.67 3.68 0.104
H -3.97 -6.45 2.21 0.110
H -1.20 -3.15 2.78 0.107
H -2.64 -3.12 3.83 0.102
H -3.67 -1.43 2.58 0.141
H -3.01 -2.05 1.07 0.108
H -0.26 2.04 2.82 0.132
H -1.67 -1.56 -0.66 0.106
H -0.42 -2.42 0.21 0.098
H 0.01 -0.98 -0.77 0.055
```

***

Record 2
Density functional theory data (ωB97M-V/def2-TZVPD) for a 11-piece molecular cluster, C11H44N12O11 overall at a distorted geometry.

Computed properties:
E_LUMO = -0.88 eV
SMILES = NC(N)=O.NC(N)=O.NC(N)=O.NC(N)=O.NC(N)=O.NC(N)=O.CO.CO.CO.CO.CO
Frontier orbital gap = 0.2266 Ha
Energy = -52515.54462 eV
E_HOMO = -7.05 eV
Energy relative to the best compared isomer or geometry (same formula, charge and spin) = 304.7 kcal per mole

```
78
Properties=species:S:1:pos:R:3:lowdin_charge:R:1
N 1.05 2.76 -2.99 0.089
C 1.95 2.13 -2.31 -0.664
N 2.62 1.68 -3.34 0.100
O 2.37 2.85 -1.26 -0.101
H 0.70 3.50 -2.35 0.070
H 0.12 2.16 -3.18 0.087
H 3.59 1.66 -3.06 0.097
H 2.51 0.65 -3.53 0.069
N 2.16 -3.51 0.84 0.122
C 1.45 -4.28 0.03 -0.633
N 0.16 -4.09 0.11 0.169
O 2.07 -5.21 -0.81 -0.093
H 3.21 -3.64 0.83 0.181
H 1.61 -3.22 1.60 0.106
H -0.45 -4.66 -0.49 0.163
H -0.35 -3.29 0.50 0.072
N -2.20 1.73 -1.33 0.187
C -2.22 2.09 -2.53 -0.577
N -1.28 1.53 -3.24 0.107
O -3.04 3.23 -2.98 -0.200
H -2.86 2.05 -0.62 0.145
H -1.34 1.30 -1.07 0.067
H -1.45 1.56 -4.27 0.165
H -1.17 0.49 -2.98 0.071
N 2.00 -1.30 5.12 0.149
C 1.70 -0.33 4.34 -0.571
N 2.30 -0.39 3.16 0.163
O 0.64 0.58 4.64 -0.141
H 1.52 -1.44 6.07 0.178
H 2.77 -1.91 4.82 0.130
H 2.06 0.37 2.53 0.085
H 3.09 -0.94 2.83 0.113
N -2.38 -1.27 -4.59 0.152
C -1.16 -1.41 -4.03 -0.680
N -1.06 -1.13 -2.82 0.115
O -0.11 -1.87 -4.73 -0.067
H -2.50 -1.79 -5.48 0.134
H -3.17 -1.26 -3.90 0.130
H -0.06 -1.45 -2.46 0.097
H -1.77 -1.15 -2.11 0.130
N 1.14 -2.36 -2.14 0.147
C 2.17 -1.61 -2.05 -0.584
N 2.49 -1.38 -0.81 0.156
O 2.70 -0.97 -3.16 -0.079
H 0.99 -2.81 -3.07 0.154
H 0.99 -3.00 -1.33 0.095
H 3.37 -0.77 -0.68 0.182
H 2.40 -2.19 -0.16 0.049
C -2.74 0.31 3.27 -0.113
O -1.75 -0.69 3.60 -0.128
H -3.26 0.05 2.34 0.083
H -2.24 1.27 3.13 0.063
H -3.44 0.37 4.09 0.075
H -1.15 -0.21 4.11 -0.015
C 0.80 3.50 3.02 -0.177
O -0.52 3.11 2.97 -0.100
H 1.30 2.74 2.45 0.050
H 1.24 3.61 4.06 0.099
H 0.92 4.55 2.59 0.097
H -0.90 3.29 3.75 0.021
C 0.11 0.42 0.78 -0.082
O 0.29 0.47 -0.64 -0.124
H 0.25 -0.65 1.11 0.075
H -0.76 0.79 1.26 0.067
H 0.99 0.94 1.13 0.056
H 1.03 0.01 -0.91 -0.019
C -0.69 4.35 -0.28 -0.156
O -0.32 4.73 -1.58 -0.112
H -0.67 5.20 0.38 0.077
H -0.18 3.50 0.21 0.076
H -1.71 4.05 -0.38 0.052
H -1.03 5.30 -1.86 0.090
C -2.76 -3.32 1.58 -0.136
O -1.77 -2.42 1.11 -0.177
H -2.43 -4.31 1.38 0.057
H -3.76 -3.29 1.09 0.095
H -2.87 -3.16 2.70 0.108
H -1.32 -2.20 1.95 0.065
```

***

Record 3
Density functional theory data (ωB97M-V/def2-TZVPD) for C30H50ClF5P2RuSi2 as an isolated structure at a distorted geometry.

Computed properties:
E_LUMO (alpha / beta) = -0.44 / -1.91 eV
Frontier orbital gap (alpha / beta) = 0.2286 / 0.1992 Ha
Energy = -94942.04665 eV
E_HOMO (alpha / beta) = -6.66 / -7.33 eV
2S+1 = 5

```
91
Properties=species:S:1:pos:R:3:lowdin_charge:R:1
Ru -0.09 0.57 -0.87 1.077
C -2.28 0.26 0.48 -0.151
C -2.08 0.05 -0.95 -0.515
C -1.70 -1.36 -1.08 -0.183
Si -2.76 1.01 -2.42 0.494
C -1.75 -1.95 0.20 -0.122
C -2.04 -0.95 1.17 -0.273
Si -2.07 -1.29 3.04 0.518
H -2.71 1.17 0.90 0.110
H -1.60 -1.86 -2.05 0.092
H -1.60 -2.99 0.45 0.102
Cl 3.53 -0.62 -1.26 0.273
C -3.09 0.03 3.86 -0.176
C -2.78 -2.99 3.31 -0.181
C -3.82 2.41 -1.79 -0.164
C -3.77 -0.19 -3.44 -0.166
H -3.82 -3.00 2.97 0.038
H -2.75 -3.24 4.38 0.036
H -2.22 -3.76 2.76 0.021
H -2.65 1.03 3.71 0.030
H -3.16 -0.16 4.94 0.037
H -4.11 0.03 3.44 0.038
H -4.67 -0.45 -2.87 0.044
H -3.22 -1.11 -3.67 0.024
H -4.08 0.28 -4.38 0.037
H -4.64 2.01 -1.18 0.043
H -4.25 2.95 -2.64 0.040
H -3.23 3.11 -1.18 0.034
C -0.32 -1.26 3.82 -0.411
C -1.33 1.67 -3.48 -0.360
P 1.05 -1.68 2.71 0.989
H -0.31 -1.95 4.68 0.041
H -0.16 -0.23 4.20 0.038
P 0.20 0.77 -3.09 0.903
H -1.18 2.73 -3.24 0.037
H -1.59 1.59 -4.55 0.049
C 1.70 1.74 -3.58 -0.510
C 0.14 -0.70 -4.22 -0.517
C 1.26 -3.52 2.79 -0.555
C 2.64 -0.98 3.37 -0.545
C 3.11 0.17 2.47 -0.122
H 3.37 -1.81 3.28 0.095
C 2.57 -0.54 4.83 -0.126
H 1.92 0.34 4.94 0.074
H 3.58 -0.25 5.15 0.079
H 2.21 -1.33 5.50 0.068
H 3.28 -0.15 1.44 0.021
H 4.06 0.57 2.86 0.081
H 2.38 0.99 2.46 0.064
H 0.24 -3.91 2.62 0.095
C 1.75 -4.00 4.15 -0.124
C 2.17 -3.98 1.64 -0.115
H 1.06 -3.75 4.96 0.066
H 2.74 -3.58 4.40 0.071
H 1.85 -5.09 4.12 0.075
H 1.75 -3.70 0.66 0.060
H 2.26 -5.08 1.67 0.077
H 3.17 -3.56 1.72 0.078
H -0.84 -1.17 -4.00 0.088
C 1.25 -1.71 -3.93 -0.111
C 0.17 -0.27 -5.70 -0.106
H -0.69 0.35 -5.97 0.066
H 0.13 -1.18 -6.32 0.083
H 1.09 0.26 -5.94 0.077
H 1.12 -2.21 -2.97 0.051
H 2.24 -1.24 -3.94 0.058
H 1.24 -2.48 -4.72 0.084
C 2.45 2.27 -2.35 -0.150
C 1.38 2.88 -4.55 -0.114
H 2.35 0.99 -4.08 0.100
H 0.81 3.66 -4.04 0.073
H 0.83 2.55 -5.44 0.065
H 2.33 3.32 -4.88 0.085
H 1.76 2.51 -1.53 0.026
H 3.01 3.17 -2.62 0.084
H 3.16 1.52 -1.98 -0.028
C 1.03 -1.02 -0.47 -0.321
H 0.85 -1.97 -0.99 0.015
H 2.08 -0.63 -0.81 -0.283
H 1.12 -1.18 0.63 -0.066
F -0.29 3.91 -1.71 0.022
C -0.11 3.75 -0.36 -0.236
C -0.07 2.48 0.21 -0.083
C -0.06 2.48 1.60 -0.234
F -0.07 1.29 2.28 0.014
C -0.07 3.63 2.38 -0.134
F -0.13 3.55 3.73 0.095
C -0.06 4.88 1.77 -0.132
F -0.05 6.00 2.51 0.114
C -0.07 4.94 0.38 -0.138
F -0.05 6.13 -0.25 0.100
```

***

Record 4
Density functional theory data (ωB97M-V/def2-TZVPD) for one molecule with the formula C3HNO2 at a distorted geometry.

Computed properties:
E_LUMO (alpha / beta) = -1.32 / -1.66 eV
Frontier orbital gap (alpha / beta) = 0.2943 / 0.2939 Ha
Energy = -8705.19299 eV
E_HOMO (alpha / beta) = -9.33 / -9.65 eV
Energy relative to the best compared isomer or geometry (same formula, charge and spin) = 118.8 kcal per mole

```
7
Properties=species:S:1:pos:R:3:lowdin_charge:R:1
C 0.98 0.15 0.01 -0.102
C -0.15 0.87 0.01 0.008
C -1.41 0.76 0.02 -0.220
N 0.20 -2.12 0.04 0.176
O -2.57 0.87 -0.04 0.180
O 1.06 -1.21 -0.09 -0.149
H 1.89 0.69 0.05 0.107
```

***

Record 5
Density functional theory data (ωB97M-V/def2-TZVPD) for C12H33ClFeN3O3 as an isolated structure at a distorted geometry.

Computed properties:
E_LUMO (alpha / beta) = -3.54 / -8.78 eV
Frontier orbital gap (alpha / beta) = 0.2011 / 0.0799 Ha
Energy = -70483.83316 eV
E_HOMO (alpha / beta) = -9.02 / -10.96 eV
Energy relative to the best compared isomer or geometry (same formula, charge and spin) = 58.0 kcal per mole
2S+1 = 9
Charge = +1

```
53
Properties=species:S:1:pos:R:3:lowdin_charge:R:1
Fe -21.84 -0.66 -23.94 0.563
Cl -19.54 0.03 -24.56 -0.005
C -19.26 -2.71 -29.62 -0.049
C -18.84 -1.82 -28.47 -0.418
C -17.77 -0.81 -28.86 -0.229
O -18.19 -0.02 -29.94 -0.202
C -17.20 0.85 -30.42 -0.107
N -20.05 -1.19 -27.91 0.045
H -19.33 -2.11 -30.53 0.081
H -20.26 -3.13 -29.52 0.079
H -18.50 -3.47 -29.83 0.087
H -18.42 -2.40 -27.64 0.136
H -16.89 -1.43 -29.14 0.130
H -17.48 -0.22 -27.98 0.123
H -16.69 1.36 -29.59 0.092
H -17.67 1.63 -31.03 0.089
H -16.47 0.36 -31.06 0.098
H -20.35 -0.44 -28.55 0.065
H -19.81 -0.64 -27.08 -0.028
C -19.69 2.91 -28.22 -0.013
C -21.09 2.71 -27.69 -0.336
C -22.15 2.61 -28.78 -0.212
O -22.67 3.88 -29.00 -0.170
C -23.34 3.99 -30.25 -0.066
N -21.17 1.53 -26.86 0.255
H -19.37 2.09 -28.86 0.075
H -18.98 3.09 -27.41 0.096
H -19.68 3.83 -28.81 0.108
H -21.39 3.52 -26.99 0.201
H -22.97 1.92 -28.49 0.139
H -21.73 2.20 -29.70 0.140
H -23.55 5.04 -30.42 0.097
H -24.29 3.43 -30.22 0.098
H -22.70 3.64 -31.06 0.095
H -20.38 1.27 -26.24 -0.015
H -22.03 1.52 -26.22 0.071
C -15.86 -0.12 -22.33 -0.052
C -15.61 0.23 -23.79 -0.446
C -15.72 -0.98 -24.76 -0.239
O -14.97 -0.67 -25.90 -0.191
C -14.77 -1.80 -26.75 -0.086
N -16.52 1.19 -24.28 0.008
H -16.84 -0.58 -22.20 0.075
H -15.68 0.75 -21.71 0.083
H -15.12 -0.84 -21.98 0.081
H -14.57 0.55 -23.94 0.147
H -16.76 -1.23 -25.02 0.098
H -15.34 -1.90 -24.27 0.122
H -15.71 -2.18 -27.17 0.067
H -14.20 -2.58 -26.25 0.094
H -14.27 -1.39 -27.63 0.092
H -16.45 1.37 -25.29 0.077
H -17.52 1.01 -24.09 -0.043
```